DFT (the ωB97M-V functional and the def2-TZVPD basis) results for a 7-piece molecular cluster, C45H99N5O7 overall.

Cartesian coordinates (Å):
O: 14.51084 9.56456 6.56530
O: 12.38030 8.72971 0.12443
O: 15.36556 14.27990 2.66018
O: 13.59643 6.76968 4.69285
O: 13.06735 6.50838 1.99312
O: 15.28617 6.53954 7.53405
O: 20.51125 7.45680 0.55738
N: 14.33623 9.58309 5.29159
N: 20.40319 8.25339 1.66895
N: 12.28123 8.73438 -1.27738
N: 16.34658 6.65420 8.37769
N: 16.15622 15.22267 2.08064
C: 14.73773 9.34069 -1.41495
C: 19.00152 9.85649 0.29708
C: 17.26861 15.76915 3.03367
C: 13.93583 10.70013 2.66283
C: 14.65612 15.48197 0.10584
C: 12.80631 11.75117 5.41329
C: 17.23707 7.12222 10.69660
C: 11.02070 8.45206 -3.42382
C: 22.60641 8.03621 2.85634
C: 18.23985 16.76468 2.22667
C: 13.01839 10.28064 5.03787
C: 15.40326 8.44247 9.58507
C: 15.39922 16.18997 1.28799
C: 13.36499 9.51072 -3.34659
C: 16.38612 17.24586 0.67153
C: 20.82775 6.37417 3.26897
C: 9.98055 9.62820 -1.52446
C: 16.72576 4.05555 8.44464
C: 20.09934 9.66013 1.38443
C: 14.42720 17.01301 2.24968
C: 21.31884 10.52228 0.97815
C: 14.94474 6.07865 10.36683
C: 19.56361 10.33117 2.61735
C: 18.60765 5.70172 9.22342
C: 20.52445 8.66316 4.13463
C: 16.46680 8.64067 4.86338
C: 17.26336 5.50808 8.22925
C: 15.93171 7.01816 9.78519
C: 20.32245 10.17357 3.91855
C: 12.82970 10.11942 3.55033
C: 10.95046 8.48356 -1.88832
C: 16.15883 11.22965 4.87222
C: 16.69796 16.35727 4.27539
C: 18.13969 14.62198 3.40035
C: 10.25944 7.16058 -1.29307
C: 13.29533 9.68135 -1.76700
C: 18.20444 5.94776 10.70452
C: 17.90087 5.48116 6.82601
C: 21.13913 7.83027 2.90292
C: 15.20793 9.82112 2.96696
C: 17.54252 17.89082 1.57324
C: 11.99407 9.50726 -4.06276
C: 13.00160 11.17490 -1.36791
C: 15.53958 9.80999 4.55944
C: 11.82826 9.54908 5.73768
H: 15.52661 12.03592 4.50029
H: 10.29589 10.57732 -1.95788
H: 17.26886 8.45805 4.14823
H: 18.29088 6.45759 6.53866
H: 22.99910 8.82118 2.21004
H: 12.97247 6.66769 5.41154
H: 15.15525 8.78259 2.64018
H: 15.41070 14.92806 -0.45264
H: 18.96232 14.89574 4.06098
H: 16.84817 8.56988 5.88203
H: 9.78938 9.68740 -0.45299
H: 13.37133 6.79536 2.85421
H: 15.73912 18.03472 0.28787
H: 15.44845 5.11258 10.39992
H: 15.44056 8.79037 10.61739
H: 15.02709 8.35263 -1.77287
H: 21.20287 8.71042 4.98646
H: 19.29558 6.47221 8.87529
H: 14.49151 10.46621 6.89433
H: 9.37383 6.76792 -1.79268
H: 19.10514 4.73192 9.23308
H: 15.57963 13.43160 2.26502
H: 13.95375 8.62732 -3.59369
H: 11.75080 12.02319 5.41249
H: 15.98983 10.29391 2.37265
H: 12.65801 9.11665 3.15909
H: 18.82505 4.90522 6.87376
H: 15.64768 4.17605 8.33818
H: 19.74207 6.33282 3.18126
H: 18.07589 9.31454 0.49094
H: 14.22067 16.20921 -0.57944
H: 17.40865 16.39349 5.10104
H: 21.19685 5.65762 2.53520
H: 16.36252 17.34047 3.94541
H: 17.31443 3.35762 7.84927
H: 11.70469 9.63195 6.81748
H: 10.03388 8.57525 -3.87003
H: 19.09124 17.05946 2.84014
H: 15.80196 15.92086 4.71680
H: 16.73947 16.94330 -0.31422
H: 19.53209 11.41724 2.53038
H: 21.06285 11.52963 0.64980
H: 13.84193 14.82639 0.41471
H: 11.48795 10.43969 -3.81272
H: 18.61104 10.87101 0.21727
H: 12.21001 9.49241 -5.13105
H: 12.35720 7.79746 0.35242
H: 21.29097 10.65982 3.80173
H: 22.04330 10.66931 1.77917
H: 10.91711 6.32003 -1.51456
H: 15.40561 7.36265 7.05465
H: 16.86871 3.79157 9.49249
H: 12.97257 5.55950 2.07605
H: 16.41682 11.50575 5.89462
H: 13.28528 12.54182 4.83575
H: 13.94778 16.34139 2.96184
H: 16.95437 7.08941 11.74879
H: 13.64167 10.53781 1.62590
H: 23.10172 8.17198 3.81776
H: 13.99974 5.99671 9.82985
H: 17.29747 5.06820 6.01763
H: 18.53295 10.00804 2.76372
H: 15.76978 7.81163 4.74112
H: 18.68481 14.14175 2.58776
H: 12.41994 11.28220 -0.45235
H: 16.11968 9.12658 9.13028
H: 17.18686 18.48497 2.41503
H: 13.91433 10.33902 -3.79408
H: 17.73571 13.94788 4.15566
H: 13.19008 12.07109 6.38204
H: 19.61101 7.15254 0.42104
H: 13.61072 17.48416 1.70244
H: 21.18226 6.08500 4.25832
H: 12.60343 11.87926 -2.09829
H: 21.93855 10.01064 0.24175
H: 15.47904 10.02339 -1.83025
H: 18.18294 18.50729 0.94242
H: 10.86897 9.80332 5.28688
H: 18.55864 16.24136 1.32522
H: 14.80487 9.36787 -0.32736
H: 14.05204 7.58925 4.88508
H: 14.64803 6.42057 11.35837
H: 19.57222 8.24554 4.46169
H: 19.04052 6.15841 11.37137
H: 14.34787 8.55644 9.33758
H: 14.85011 17.82569 2.84028
H: 19.82970 10.60089 4.79187
H: 11.33949 7.44943 -3.70880
H: 17.17359 11.21302 4.47464
H: 11.88695 8.49796 5.45518
H: 23.23483 7.24714 2.44336
H: 13.91166 11.61174 -0.95673
H: 11.92190 10.65677 3.27599
H: 14.14568 11.75467 2.84175
H: 8.97392 9.38486 -1.86442
H: 17.70420 5.07219 11.11834
H: 17.88227 7.96663 10.45411
H: 19.35896 9.35938 -0.60471
H: 10.11228 7.32561 -0.22573

Cartesian forces, eV/Å:
O 1.3606 -0.8272 5.6986
O -1.1957 0.3036 0.1569
O -1.3225 -0.5163 1.3980
O -0.0655 -0.7801 -0.3054
O -0.2057 0.0894 -1.0110
O -1.3386 0.0045 -0.8655
O 0.7195 -0.5261 -0.8186
N -3.8897 -0.0943 -3.8194
N -1.2455 0.9124 2.2314
N 1.7627 -1.2358 -1.1430
N 3.2941 -1.0291 2.4487
N 3.3157 1.4348 -1.3792
C -0.1389 -0.5742 1.4750
C 0.0754 -1.6056 0.2204
C -0.1372 -0.8411 -1.7783
C 0.7948 -2.0857 0.8748
C 0.4702 0.4998 0.7342
C 1.0238 1.3755 0.4472
C -0.2794 -0.8777 0.2517
C 1.4698 -0.6257 -1.0446
C 2.9744 0.3277 -0.6107
C -0.7003 -1.6801 -0.4705
C -0.3535 -0.6616 -1.0950
C 0.0237 0.2734 2.6663
C -0.1439 1.6459 1.0170
C -1.2713 0.6139 0.1695
C -0.2354 1.0109 0.1156
C -0.7375 0.1323 -1.1251
C -0.6092 -0.3096 0.2354
C -0.0920 1.7382 1.3363
C 0.5087 1.4313 -0.1073
C -0.6172 -0.6260 -0.6792
C 0.9958 -0.5226 -0.2611
C -0.5058 -0.4847 0.5835
C -1.1464 1.0849 1.6736
C -1.9645 -0.8499 0.4898
C 0.6462 0.8960 -0.1970
C -0.6362 -0.6093 -0.1345
C 2.8840 -0.3858 0.3933
C 1.7534 1.2599 -2.1179
C 0.4046 -1.6274 -1.2148
C -1.0195 1.3848 -1.7231
C -1.6448 1.1176 0.9198
C 0.5126 -0.7915 0.0745
C -0.7538 1.4961 0.4691
C 1.4937 -1.1456 1.2361
C 1.8432 0.4940 -0.9355
C -0.7350 0.6855 -3.0333
C -0.6762 -0.1552 -1.9571
C 0.4928 0.6122 -0.0180
C -1.2885 0.7614 0.9593
C -0.3053 1.1814 1.2000
C -2.1907 -0.2574 -0.1290
C -0.0583 -0.2287 2.0774
C 0.6438 -0.0917 1.1029
C 1.2739 2.6612 -2.0349
C 0.4225 -1.1608 -0.6337
H 0.3209 -0.0080 -0.3368
H -0.0819 0.0652 0.2585
H 0.0422 0.4500 -0.0189
H -0.4110 0.3624 -0.0872
H -0.6423 0.6170 0.2096
H -0.1379 -0.1375 0.1722
H -0.5305 -0.0005 -0.1682
H -0.0849 -0.2080 0.0188
H 0.3660 1.1267 -0.1686
H 0.0873 0.3741 0.0215
H 0.6976 0.3458 0.2116
H -0.0092 0.0043 0.7216
H -0.3066 0.4288 0.5127
H -0.4870 -0.1675 0.4198
H -0.3548 0.4926 0.4074
H -0.2428 -0.1556 0.1990
H 0.2311 -1.1857 0.0611
H -0.2102 0.0834 -0.2139
H 0.2932 0.5871 0.4633
H -0.4788 1.0542 -0.0417
H 0.2348 -0.0062 -0.6020
H 0.2948 -0.0197 -0.2280
H -0.2767 -0.2682 0.1158
H -0.0357 -0.3807 0.0084
H 0.6778 -0.2228 0.4606
H 0.0711 -0.3654 0.6574
H -0.1253 -0.4682 0.0849
H -0.0245 -0.9689 -0.7725
H -0.1656 -0.4258 0.5094
H -0.0193 -0.4559 0.6678
H 0.0468 0.2235 0.1147
H 0.2517 0.3702 -0.2050
H 0.3009 0.1206 -0.0352
H 0.2192 0.3810 0.9014
H -0.7260 -0.0561 -0.2358
H 0.4640 0.1903 -0.0383
H -0.1530 0.0474 0.3327
H -0.0774 -0.1408 0.1101
H 0.0208 -0.6591 -0.5044
H 0.8510 -0.7921 0.2795
H -0.3146 0.1541 -0.9437
H -0.2643 -0.1640 -0.2699
H 0.1843 -0.0743 0.2216
H 0.2602 0.4893 -0.3861
H 0.8631 0.2069 -0.3236
H -0.6816 -0.4691 -0.0588
H 0.3711 -0.3215 0.4631
H 0.1494 0.0597 0.2117
H -0.3071 -0.0445 0.4233
H 0.5914 -0.0386 0.6253
H -0.6860 0.1286 -0.5770
H 0.0376 -0.2326 0.0974
H -0.0012 -0.1791 0.0381
H -0.6179 -0.5444 0.5894
H 0.1841 -0.4251 -0.8638
H 0.0354 -0.1768 -0.0164
H -0.6412 1.1453 0.0420
H 0.0556 0.1958 -0.0455
H -0.4344 0.2172 0.3413
H 0.2460 -0.0127 -0.4513
H -0.2732 0.1085 0.1655
H -0.2159 -0.1374 0.1265
H 0.5717 -0.5390 0.0263
H -0.6411 -0.3392 -0.2318
H -0.7240 -0.5462 -0.1759
H -0.2751 -0.3579 -0.7402
H -0.6659 0.6670 -0.4949
H 0.2450 0.2322 0.3432
H -0.9328 -0.6862 -0.7659
H -0.1495 -0.5946 0.6458
H -0.0718 -0.3227 -0.1326
H -0.0318 -0.0680 -0.3359
H -0.0772 0.2427 -0.0188
H -0.0601 -0.4200 -0.3055
H -0.2709 0.0857 -0.5304
H -0.3921 0.3464 -0.0792
H 0.0400 -0.0646 0.0841
H 0.1497 0.6853 -0.1131
H 0.7360 -0.9417 0.4905
H 0.4458 -0.1278 0.1443
H 0.0256 0.9479 0.2708
H 0.2257 -0.1988 0.2622
H 0.0293 -0.2630 -0.1656
H 0.1541 0.0783 -0.1948
H 0.2629 -0.1769 -0.7425
H 0.5120 -0.1766 -0.3081
H -0.1903 0.1138 -0.1686
H 0.1904 -0.1879 -0.1273
H -0.1210 0.3784 -0.7852
H 0.2195 -0.2090 0.3687
H -0.6611 -0.8982 -0.1734
H 0.5086 0.1703 -0.5759
H -0.3541 0.0422 0.0846
H -0.0855 0.0007 0.0229
H -0.0280 0.0300 -0.5961
H 0.0197 -0.2384 -0.0795
H -0.6233 0.5147 -0.0171
H 0.0434 0.8400 -0.4861
H -0.1110 -0.3577 -0.0856

Its largest force on an atom is 0.1151 Eh/bohr. As for the SMILES: CC1(C)CCCC(C)(C)N1O.CC1(C)CCCC(C)(C)N1O.CC1(C)CCCC(C)(C)N1O.CC1(C)CCCC(C)(C)N1O.CC1(C)CCCC(C)(C)N1O.O.O. The calculation puts the HOMO energy at -7.67 eV. The LUMO energy is 0.47 eV. For the energy, the calculation gives -70043.284 eV. The HOMO-LUMO gap is 0.2992 Ha. The multiplicity is 1.